# 1
{"formula": "CH2N2S2", "method": "ωB97M-V with the def2-TZVPD basis set", "total_energy_ev": -25715.68359, "e_homo_ev": -8.218, "charge": 0, "orbital_gap_ev": 7.14, "relative_energy_kj_mol": 340.38, "species": ["C", "N", "N", "S", "S", "H", "H"], "xyz": [[1.707, -0.378, 0.858], [1.218, -0.989, 0.075], [-0.886, 0.425, -0.299], [-2.066, 0.197, -1.127], [-0.276, 1.715, 0.389], [-1.813, -1.134, -1.356], [2.117, 0.165, 1.460]], "lowdin_charge": [-0.14, 0.07, -1.16, 0.79, 0.56, -0.08, -0.05]}

# 2
{"formula": "C10H30O10", "method": "ωB97M-V with the def2-TZVPD basis set", "total_energy_ev": -31328.64118, "smiles": "OCCO.OCCO.OCCO.OCCO.OCCO", "e_homo_ev": -9.481, "charge": 0, "orbital_gap_ev": 9.65, "relative_energy_kj_mol": 64.24, "species": ["C", "C", "O", "O", "H", "H", "H", "H", "H", "H", "C", "C", "O", "O", "H", "H", "H", "H", "H", "H", "C", "C", "O", "O", "H", "H", "H", "H", "H", "H", "C", "C", "O", "O", "H", "H", "H", "H", "H", "H", "C", "C", "O", "O", "H", "H", "H", "H", "H", "H"], "xyz": [[-1.150, 0.452, 1.956], [-0.573, -0.215, 0.746], [0.686, 0.406, 0.409], [-0.367, 0.101, 3.163], [-2.157, 0.038, 1.999], [-1.274, 1.531, 1.858], [-1.185, -0.255, -0.154], [-0.433, -1.262, 1.015], [0.878, 0.013, -0.446], [0.473, 0.566, 3.161], [-0.722, -2.853, 4.615], [-1.232, -3.713, 3.543], [-2.367, -4.454, 3.885], [-1.562, -1.754, 4.732], [0.278, -2.439, 4.481], [-0.631, -3.367, 5.573], [-0.478, -4.471, 3.332], [-1.414, -3.216, 2.590], [-2.608, -4.287, 4.800], [-1.237, -1.028, 4.196], [1.666, 3.908, 1.441], [2.505, 3.062, 2.436], [1.811, 1.832, 2.587], [1.533, 3.414, 0.103], [2.125, 4.892, 1.340], [0.660, 4.156, 1.781], [2.513, 3.718, 3.306], [3.490, 2.881, 2.005], [1.768, 1.280, 1.802], [1.137, 2.540, 0.152], [2.229, 0.174, -2.698], [1.734, 1.521, -3.273], [0.828, 1.236, -4.319], [1.136, -0.488, -2.104], [3.067, 0.190, -2.001], [2.542, -0.412, -3.562], [2.565, 2.126, -3.635], [1.311, 2.077, -2.436], [1.189, 0.898, -5.142], [0.507, -0.647, -2.812], [-2.144, -1.593, -4.233], [-2.350, -0.234, -3.521], [-1.995, 0.743, -4.398], [-0.769, -1.818, -4.302], [-2.697, -1.734, -5.162], [-2.595, -2.308, -3.545], [-1.759, -0.278, -2.606], [-3.395, -0.134, -3.227], [-1.059, 0.876, -4.228], [-0.476, -1.670, -5.204]], "lowdin_charge": [-0.16, -0.20, -0.10, -0.08, 0.13, 0.12, 0.12, 0.12, 0.03, 0.05, -0.28, -0.28, -0.05, -0.07, 0.12, 0.12, 0.11, 0.11, 0.08, 0.03, -0.24, -0.19, -0.09, -0.08, 0.11, 0.12, 0.12, 0.12, 0.05, 0.04, -0.20, -0.19, -0.07, -0.08, 0.13, 0.12, 0.12, 0.12, 0.11, 0.06, -0.24, -0.28, -0.04, -0.06, 0.13, 0.11, 0.10, 0.12, 0.04, 0.10]}

# 3
{"formula": "C4H12O4Tl", "method": "ωB97M-V with the def2-TZVPD basis set", "total_energy_ev": -17165.12701, "e_homo_ev": [-27.594, -27.065], "charge": 4, "orbital_gap_ev": [5.40, 4.17], "spin_multiplicity": 2, "species": ["Tl", "C", "C", "O", "O", "H", "H", "H", "H", "H", "H", "C", "C", "O", "O", "H", "H", "H", "H", "H", "H"], "xyz": [[-12.852, 9.106, -14.039], [-14.561, 5.905, -15.347], [-13.437, 6.131, -16.407], [-13.338, 7.489, -16.622], [-14.125, 6.484, -14.076], [-14.668, 4.835, -15.169], [-15.517, 6.214, -15.768], [-13.584, 5.638, -17.368], [-12.432, 5.779, -16.176], [-13.398, 7.590, -17.575], [-14.422, 5.890, -13.383], [-10.523, 6.165, -13.593], [-11.061, 6.347, -12.156], [-12.133, 7.217, -11.991], [-10.450, 7.385, -14.290], [-11.201, 5.572, -14.206], [-9.578, 5.622, -13.592], [-10.227, 6.811, -11.629], [-11.305, 5.434, -11.613], [-12.460, 6.837, -11.172], [-9.519, 7.594, -14.395]], "mulliken_spin": [0.18, 0.13, 0.08, 0.65, 0.09, 0.01, 0.02, 0.01, 0.10, -0.02, 0.00, -0.03, -0.01, -0.65, 0.58, 0.04, 0.00, -0.14, -0.04, 0.02, -0.02]}

# 4
{"formula": "C17H13N3S", "method": "ωB97M-V with the def2-TZVPD basis set", "total_energy_ev": -33146.00693, "smiles": "Cc1c(-c2ccccc2)nc(N)c(C#N)c1-c1cccs1", "e_homo_ev": -8.394, "charge": 0, "orbital_gap_ev": 8.49, "relative_energy_kj_mol": 0.00, "species": ["C", "C", "C", "C", "C", "N", "C", "N", "C", "C", "C", "C", "C", "C", "C", "H", "H", "H", "H", "H", "N", "H", "H", "C", "C", "C", "C", "S", "H", "H", "H", "H", "H", "H"], "xyz": [[1.447, -1.064, -0.135], [0.298, -0.103, -0.176], [0.349, 0.997, -1.034], [-0.745, 1.864, -1.118], [-0.727, 2.983, -1.967], [-0.756, 3.904, -2.653], [-1.890, 1.576, -0.336], [-1.923, 0.532, 0.478], [-0.868, -0.270, 0.583], [-1.038, -1.368, 1.553], [-2.204, -2.127, 1.523], [-2.395, -3.152, 2.431], [-1.432, -3.419, 3.389], [-0.280, -2.652, 3.442], [-0.081, -1.632, 2.528], [0.807, -1.021, 2.589], [0.466, -2.847, 4.198], [-1.581, -4.219, 4.100], [-3.299, -3.742, 2.393], [-2.951, -1.906, 0.776], [-2.982, 2.372, -0.365], [-3.794, 2.076, 0.146], [-3.055, 3.112, -1.040], [1.529, 1.278, -1.859], [2.605, 2.050, -1.549], [3.550, 2.124, -2.598], [3.178, 1.408, -3.686], [1.663, 0.627, -3.463], [3.695, 1.286, -4.617], [4.462, 2.690, -2.537], [2.715, 2.553, -0.605], [2.265, -0.661, 0.462], [1.827, -1.233, -1.142], [1.143, -2.017, 0.289]], "lowdin_charge": [-0.03, -0.15, -0.15, -0.11, -0.20, 0.18, -0.32, 0.18, -0.18, -0.18, -0.03, -0.08, -0.09, -0.08, -0.04, 0.12, 0.10, 0.10, 0.10, 0.11, 0.16, 0.11, 0.09, -0.51, -0.11, -0.18, -0.40, 1.06, 0.06, 0.10, 0.12, 0.09, 0.07, 0.08]}

# 5
{"formula": "C5H8ClNO2S", "method": "ωB97M-V with the def2-TZVPD basis set", "total_energy_ev": -34252.04740, "smiles": "C=[S@@](C)(=O)OC1=N[C@]1(C)Cl", "e_homo_ev": -9.123, "charge": 0, "orbital_gap_ev": 8.23, "relative_energy_kj_mol": 317.35, "species": ["C", "C", "C", "C", "C", "N", "O", "O", "S", "Cl", "H", "H", "H", "H", "H", "H", "H", "H"], "xyz": [[0.936, -0.895, -0.015], [2.247, -0.286, -0.033], [2.629, 1.106, 0.099], [-2.201, 0.236, 1.178], [-2.119, -0.089, -1.460], [1.363, -0.685, -1.151], [-2.648, -2.143, 0.125], [-0.045, -1.249, 0.677], [-1.865, -0.982, -0.062], [3.700, -1.318, 0.142], [3.581, 1.299, -0.383], [2.681, 1.435, 1.118], [1.921, 1.754, -0.372], [-1.732, 1.162, 0.715], [-3.285, 0.361, 1.272], [-1.656, 0.124, 2.046], [-2.198, -0.569, -2.442], [-1.309, 0.737, -1.455]], "lowdin_charge": [-0.56, -0.79, -0.12, -0.16, -0.18, 0.20, -0.31, -0.08, 0.84, 0.61, 0.07, 0.08, 0.07, 0.09, 0.09, 0.04, 0.04, 0.06]}

# 6
{"formula": "C5H13N2", "method": "ωB97M-V with the def2-TZVPD basis set", "total_energy_ev": -8363.20788, "e_homo_ev": -13.701, "charge": 1, "orbital_gap_ev": 6.55, "relative_energy_kj_mol": 733.53, "species": ["C", "C", "C", "C", "C", "N", "N", "H", "H", "H", "H", "H", "H", "H", "H", "H", "H", "H", "H", "H"], "xyz": [[-2.590, 0.033, 0.248], [-1.252, -0.163, -0.441], [-0.257, 0.903, -0.214], [1.247, 0.578, -0.320], [1.455, -1.051, -0.384], [0.626, -1.807, 0.505], [1.870, 1.445, 0.693], [-2.435, 0.361, 1.262], [-3.064, 0.901, -0.221], [-3.321, -0.750, 0.196], [-1.443, -0.559, -1.451], [0.900, -1.700, 1.484], [-0.413, 1.819, -0.837], [-0.346, 1.293, 0.834], [1.151, -1.395, -1.396], [-0.392, -1.482, 0.224], [2.509, -1.288, -0.244], [2.837, 1.606, 0.391], [1.411, 0.416, 1.045], [1.507, 0.840, -1.373]], "lowdin_charge": [-0.03, 0.01, -0.16, -0.45, -0.20, 0.09, 0.08, 0.09, 0.13, 0.09, 0.16, 0.12, 0.19, 0.14, 0.13, 0.09, 0.14, 0.10, 0.15, 0.15]}

# 7
{"formula": "C13H16AsN4S2Sn", "method": "ωB97M-V with the def2-TZVPD basis set", "total_energy_ev": -108035.32667, "e_homo_ev": -12.052, "charge": 1, "orbital_gap_ev": 7.86, "relative_energy_kj_mol": 0.32, "species": ["Sn", "C", "As", "C", "C", "S", "H", "H", "H", "H", "H", "H", "H", "H", "H", "C", "C", "C", "C", "C", "C", "C", "H", "H", "H", "H", "H", "H", "H", "S", "C", "N", "N", "C", "N", "C", "N"], "xyz": [[-1.671, -0.763, -2.271], [-0.751, -2.047, 3.146], [-0.318, -0.357, 2.358], [-1.837, 0.785, 2.570], [1.234, 0.407, 3.172], [0.165, -0.878, 0.267], [-0.971, -1.892, 4.201], [0.091, -2.726, 3.028], [-1.636, -2.441, 2.646], [-2.162, 0.670, 3.605], [-2.636, 0.454, 1.908], [-1.550, 1.814, 2.377], [1.013, 0.551, 4.229], [1.427, 1.368, 2.696], [2.076, -0.272, 3.059], [1.720, -0.005, -0.203], [1.720, -0.095, -1.704], [2.075, -1.286, -2.337], [1.999, -1.393, -3.718], [1.558, -0.315, -4.475], [1.208, 0.876, -3.851], [1.291, 0.988, -2.469], [1.679, 1.023, 0.147], [2.556, -0.539, 0.244], [2.424, -2.126, -1.747], [2.288, -2.315, -4.204], [1.501, -0.398, -5.552], [0.885, 1.724, -4.440], [1.043, 1.924, -1.982], [-4.433, -1.818, 1.559], [-3.567, -1.570, 0.253], [-2.895, -1.405, -0.708], [0.480, 2.780, 1.113], [-0.445, 2.877, 0.422], [-1.531, 3.013, -0.309], [-1.838, 2.107, -1.137], [-2.192, 1.281, -1.894]], "lowdin_charge": [1.18, -0.23, 0.96, -0.21, -0.22, 0.59, 0.06, 0.05, 0.02, 0.06, 0.01, 0.02, 0.06, 0.01, 0.05, -0.42, -0.38, -0.07, -0.07, -0.08, -0.08, -0.09, 0.04, 0.09, 0.12, 0.12, 0.12, 0.12, 0.11, 0.68, -0.96, -0.20, 0.14, -0.37, 0.13, -0.34, -0.04]}

# 8
{"formula": "CHF3InO", "method": "ωB97M-V with the def2-TZVPD basis set", "total_energy_ev": -16400.47953, "e_homo_ev": [-19.676, -21.755], "charge": 2, "orbital_gap_ev": [4.68, 6.79], "spin_multiplicity": 2, "species": ["O", "In", "H", "C", "F", "F", "F"], "xyz": [[-1.133, -1.796, 0.029], [-1.172, -3.309, 0.931], [-0.556, -0.952, 0.077], [0.562, 1.230, -0.220], [0.086, 1.835, -1.292], [0.357, 1.981, 0.844], [1.856, 1.011, -0.369]], "mulliken_spin": [0.18, 0.79, 0.02, 0.01, 0.00, 0.00, 0.00]}